[1]
Computed, not measured: an isolated molecule of C6H10, with ωB97M-V/def2-TZVPD.

**SMILES**: C[C@@H]1C=CCC1
**Net charge**: 0
**Multiplicity**: 1
**HOMO energy**: -9.13 eV

Positions of all 16 atoms, in Å:
C1 1.669 -0.316 0.589
C2 0.748 0.152 -0.544
C3 -0.399 -0.846 -0.805
C4 -1.504 -0.417 0.178
C5 -1.242 1.065 0.320
C6 -0.019 1.382 -0.102
H1 2.428 0.439 0.824
H2 2.180 -1.251 0.333
H3 1.081 -0.488 1.498
H4 1.344 0.328 -1.448
H5 -0.767 -0.711 -1.829
H6 -0.093 -1.893 -0.696
H7 -1.388 -0.915 1.152
H8 -2.511 -0.656 -0.178
H9 -1.953 1.754 0.765
H10 0.425 2.373 -0.060

natural (NBO) population analysis, charges in e, atoms 1 to 6: -0.60 -0.26 -0.39 -0.45 -0.19 -0.19



[2]
Computed, not measured: an isolated molecule of C6H10, with ωB97M-V/def2-TZVPD.

**Net charge**: 0
**Multiplicity**: 1
**HOMO energy**: -8.05 eV

Positions of all 16 atoms, in Å:
C1 1.324 1.172 0.357
C2 0.772 -0.139 -0.188
C3 0.107 -1.129 0.807
C4 -1.256 -1.311 0.079
C5 -1.678 0.118 -0.148
C6 -0.485 -0.051 -1.061
H1 2.168 0.985 1.030
H2 1.679 1.819 -0.454
H3 0.568 1.727 0.923
H4 1.566 -0.657 -0.737
H5 0.661 -2.064 0.930
H6 -0.053 -0.699 1.805
H7 -0.683 -1.229 -1.276
H8 -1.540 0.832 0.664
H9 -2.629 0.254 -0.663
H10 -0.522 0.373 -2.067

natural (NBO) population analysis, charges in e, atoms 1 to 6: -0.61 -0.21 -0.49 -0.04 -0.50 -0.35



[3]
Computed, not measured: an isolated molecule of C6H10 in a non-equilibrium geometry, with ωB97M-V/def2-TZVPD.

**SMILES**: C1C[C@H]2CC[C@@H]12
**Net charge**: 0
**Multiplicity**: 1
**HOMO energy**: -8.34 eV

Positions of all 16 atoms, in Å:
C1 0.226 0.480 -1.450
C2 1.281 0.596 -0.358
C3 0.548 -0.898 0.259
C4 -0.271 -0.589 1.510
C5 -1.320 0.115 0.601
C6 -0.625 -0.495 -0.657
H1 -0.231 1.414 -1.765
H2 0.637 -0.045 -2.320
H3 2.333 0.662 -0.733
H4 1.159 1.341 0.418
H5 1.600 -0.978 0.048
H6 -0.709 -1.454 2.031
H7 0.256 0.015 2.251
H8 -1.274 1.212 0.627
H9 -2.365 -0.175 0.758
H10 -1.244 -1.202 -1.220

natural (NBO) population analysis, charges in e, atoms 1 to 6: -0.41 -0.40 -0.26 -0.41 -0.41 -0.21



Respective orbital gap values: 10.3, 9.0, 9.6 eV.
Respective LUMO energy values: 1.189, 0.979, 1.250 eV.
Respective ΔE to the lowest compared entry with this formula, charge and spin values: 3.1, 90.6, 80.9 kcal/mol.